Here is the molecule C6H3F3O at a distorted geometry from the OMol25 dataset. Energies are from ωB97M-V/def2-TZVPD.

## Properties
Net charge: 0
HOMO level, eV: -9.3
SMILES: FC1=CC=C(F)[C@]2(F)O[C@H]12
F_max, eV Å⁻¹: 3.926

Last column: Mulliken charge in e.
Geometry (Å):
F 3.041781 1.321893 -0.506396  -0.288
F -1.776255 1.621392 -0.466458  -0.303
F 2.852893 -1.232919 -0.225280  -0.252
O 1.470894 1.640231 1.050320  -0.404
C 1.882413 0.828652 0.073381  0.731
C -0.646387 0.985035 -0.053675  0.128
C 0.552611 1.754359 -0.017546  -0.303
C 0.511253 -1.191448 0.283143  -0.691
C -0.699288 -0.366632 0.073900  -0.436
C 1.700449 -0.635667 -0.007589  0.341
H 0.557531 2.623592 -0.538104  0.531
H -1.591626 -0.833630 0.038916  0.493
H 0.560007 -2.219206 0.376931  0.454

Forces on atoms 1 to 3 (eV/Å):
-0.876 -0.794 0.240
0.504 0.089 0.210
0.341 -1.198 -0.057